Record 1
Molecular formula: C43H51AsBaNO5P
Method: DFT, ωB97M-V with the def2-TZVPD basis set

Positions of all 103 atoms, in Å:
1 Ba -4.3687 7.2424 17.4976
2 O -4.2226 7.3546 14.7812
3 C -3.3112 6.9473 13.7467
4 C -2.5389 5.6480 14.0618
5 C -1.7776 5.5915 15.3819
6 C -0.8673 6.7699 15.7291
7 C 0.4916 6.9024 15.3772
8 C 1.1527 8.0721 15.7257
9 C 0.5407 9.0213 16.4311
10 C -0.7850 8.8800 16.7496
11 N -1.4542 7.8096 16.3501
12 H -4.8985 6.5803 14.8085
13 H -2.5988 7.7672 13.5268
14 H -3.8491 6.7055 12.8312
15 H -1.8381 5.4995 13.1984
16 H -3.2388 4.8716 14.0946
17 H -1.1727 4.7108 15.4415
18 H -2.4378 5.5160 16.2017
19 H 0.9760 6.0016 14.9173
20 H 2.1739 8.2348 15.3204
21 H 0.9871 9.9298 16.8018
22 H -1.3366 9.5595 17.3264
23 O -4.0257 9.9147 18.3045
24 C -4.7658 9.5315 19.1974
25 C -4.8875 10.3520 20.5041
26 C -4.3310 11.5753 20.7322
27 C -4.5548 12.2383 21.9198
28 C -5.3333 11.6506 22.9292
29 C -5.7614 10.3838 22.7356
30 C -5.6151 9.7060 21.5196
31 P -6.4360 8.0918 21.1674
32 C -6.9315 7.7465 22.8783
33 C -6.1531 7.2151 23.8751
34 C -6.7130 6.9684 25.1470
35 C -8.0974 7.0899 25.2824
36 C -8.8495 7.6123 24.2437
37 C -8.2678 7.9283 23.0727
38 C -5.1011 6.8257 20.9260
39 C -3.7674 7.1464 20.6679
40 C -2.8143 6.1683 20.3238
41 C -3.1679 4.8599 20.1862
42 C -4.5192 4.5480 20.4439
43 C -5.4609 5.5218 20.7264
44 H -3.6620 12.0641 19.9809
45 H -4.0988 13.2689 21.9739
46 H -5.5127 12.1672 23.8659
47 H -6.2797 9.8861 23.6114
48 H -5.1476 7.0199 23.7454
49 H -6.0741 6.6859 25.9687
50 H -8.6241 6.9483 26.2156
51 H -9.9543 7.8331 24.3336
52 H -8.9080 8.4318 22.3717
53 H -3.3973 8.1633 20.7769
54 H -1.8037 6.5518 20.2593
55 H -2.5431 4.0488 19.7788
56 H -4.8927 3.5163 20.3589
57 H -6.4974 5.2276 20.8994
58 C -3.1439 10.6914 13.8587
59 As -2.7594 12.5111 14.6648
60 C -3.4575 12.0339 16.4187
61 C -0.8016 12.0501 14.7670
62 H -3.1359 9.9198 14.5998
63 H -2.5011 10.4686 13.0564
64 H -4.1393 10.7145 13.3827
65 H -3.1772 12.8059 17.1881
66 H -3.1401 11.0457 16.7423
67 H -4.5297 12.0638 16.3537
68 H -0.7308 10.9859 15.0565
69 H -0.1201 12.7266 15.3213
70 H -0.4591 12.0465 13.7159
71 C -7.5846 9.7931 16.9225
72 C -7.9132 8.3466 17.2113
73 C -9.3214 8.0668 17.7217
74 O -7.0398 7.5136 17.1390
75 H -6.5408 10.0574 16.6181
76 H -7.7225 10.2139 17.9254
77 H -8.3192 10.2407 16.2477
78 H -10.0298 7.4671 17.1678
79 H -9.8381 8.9576 18.0299
80 H -9.0311 7.5630 18.7038
81 C -8.5183 -0.4287 16.1109
82 C -7.6885 0.8361 16.2293
83 C -8.0212 1.7340 17.2798
84 C -7.5119 3.0086 17.2649
85 C -7.9981 4.1130 18.1922
86 C -6.5107 3.2678 16.3224
87 C -5.9812 2.2784 15.4599
88 C -4.7609 2.4707 14.5205
89 C -6.6381 1.0665 15.4292
90 C -5.6046 4.5146 16.4268
91 O -5.8207 5.5216 15.6984
92 O -4.6781 4.5017 17.2874
93 H -8.3266 -1.1179 16.9201
94 H -8.3859 -0.9185 15.0980
95 H -9.6211 -0.1833 16.1177
96 H -8.8261 1.4588 17.9885
97 H -8.6390 4.8106 17.5957
98 H -7.1903 4.7230 18.5965
99 H -8.6835 3.7414 18.9681
100 H -3.8098 2.5390 15.1460
101 H -4.8083 3.3933 13.9472
102 H -4.6077 1.6143 13.7708
103 H -6.3046 0.2518 14.8140

Cartesian forces, eV/Å:
Ba -0.1 0.2 0.1
O -0.4 -1.6 -1.0
C 0.8 0.0 0.3
C 1.4 1.7 -0.5
C 1.4 1.2 -0.1
C 0.5 1.2 -0.6
C -0.9 -1.7 0.0
C 2.4 -1.6 -2.2
C -0.9 2.4 1.6
C 0.2 -1.9 -0.9
N -1.4 -0.9 0.6
H 0.7 1.3 0.5
H -0.5 -0.3 0.3
H -0.2 0.4 -0.2
H -0.6 -0.1 0.7
H -1.0 -1.4 -0.2
H 0.3 -0.8 -0.2
H -1.1 -0.3 0.8
H -0.2 1.3 0.2
H -0.6 -0.2 0.7
H 0.6 0.1 -0.3
H -0.6 1.1 0.7
O 1.2 0.6 -0.6
C -1.5 -1.0 1.2
C -0.4 -1.7 -0.7
C 1.1 1.4 -0.5
C 0.3 1.6 0.1
C 1.4 1.7 -0.4
C -1.7 -2.3 1.3
C 0.6 0.4 -0.3
P 0.7 0.3 -0.5
C 0.5 -0.9 -1.3
C -1.7 0.1 1.8
C -0.5 0.0 -1.0
C 0.2 0.6 0.6
C -2.2 -0.1 1.3
C -0.8 0.9 -0.3
C 0.7 1.7 -0.6
C 0.5 -0.1 0.6
C 0.1 1.7 0.4
C -1.4 -1.6 -0.4
C 0.1 -0.8 -0.6
C -0.5 -1.2 0.8
H -0.8 -0.6 0.5
H -0.7 -1.2 0.5
H 0.0 -0.1 -0.1
H 0.6 0.6 -1.3
H 2.0 -0.2 -0.4
H 0.0 -0.2 0.1
H 0.3 -0.3 0.2
H 1.4 -0.5 0.2
H 0.1 -0.1 -0.7
H -0.2 -0.1 0.1
H 0.2 -0.4 -0.4
H 0.0 0.7 0.6
H 0.4 0.5 -0.1
H 0.2 0.0 -0.1
C -1.6 1.5 0.1
As 0.6 -0.9 -0.7
C 1.0 0.9 0.8
C 0.0 -0.3 -0.4
H 0.1 -0.5 0.5
H 1.2 -0.2 -0.9
H 0.2 0.0 0.4
H -0.1 -0.8 -0.7
H 0.0 0.2 0.0
H -0.6 -0.1 -0.1
H 0.2 0.7 0.3
H -0.6 -0.5 -0.1
H -0.2 0.2 0.3
C 0.2 0.3 0.4
C 0.2 0.9 -1.2
C 1.3 -0.6 2.2
O -0.3 -0.6 0.4
H -0.9 -0.8 0.1
H -0.1 0.5 -0.1
H 0.0 0.0 0.1
H 0.4 -0.4 -0.4
H -0.1 0.6 -0.1
H -0.8 0.2 -1.1
C -1.1 0.2 -1.5
C -2.1 -0.8 2.6
C -1.2 -0.5 -0.9
C 0.5 0.5 0.3
C -0.9 0.2 -0.9
C 2.6 0.3 -0.5
C 0.2 0.8 -0.5
C 0.8 -0.8 0.7
C 0.8 0.0 -0.8
C -0.3 0.3 0.5
O -0.3 -0.5 -0.4
O -0.3 -0.2 -0.2
H 0.1 -0.4 0.1
H 0.2 0.3 1.3
H 1.1 -0.1 0.2
H 0.5 0.2 -0.5
H 0.6 -0.4 0.3
H 0.0 -0.2 0.1
H 0.5 -0.1 0.0
H -1.1 -0.1 -0.7
H -0.2 0.1 0.0
H -0.5 1.1 1.3
H 0.1 -0.1 -0.6

Results
Molar mass, g mol⁻¹: 905.107
HOMO, eV: -6.3
LUMO level, eV: 0.310
Gap between HOMO and LUMO, Ha: 0.2434
ΔE to the lowest compared entry with this formula, charge and spin, eV: 0.6247
E, a.u.: -4702.71308



Record 2
Molecular formula: C43H51FeN6O2P2S2SbSe4
Method: DFT, ωB97M-V with the def2-TZVPD basis set

Positions of all 112 atoms, in Å:
1 Fe 2.0225 -2.1065 2.0748
2 O 2.8283 -0.3943 2.3437
3 N 2.9551 0.3619 3.4079
4 C 2.2665 0.0055 4.5315
5 C 2.2442 0.7945 5.6032
6 C 2.9242 1.9596 5.6486
7 C 3.7333 2.2278 4.5699
8 C 3.8106 1.4210 3.4010
9 S 4.6402 2.0174 2.1068
10 H 1.8115 -0.9382 4.4851
11 H 1.6445 0.5049 6.4731
12 H 2.9916 2.5150 6.5255
13 H 4.2959 3.1011 4.4913
14 C -4.5171 4.4911 -3.2626
15 S -5.7448 3.9256 -2.1066
16 C -4.6029 3.4055 -0.7745
17 C -3.7312 2.2467 -1.1200
18 C -3.0945 1.8244 0.1383
19 N -1.8761 1.0490 -0.0150
20 P -1.9057 -0.6814 0.0838
21 C -3.5962 -1.0745 0.6863
22 C -4.7415 -1.0587 -0.1134
23 C -5.9425 -1.2233 0.5349
24 C -6.0669 -1.3031 1.9226
25 C -4.9261 -1.3134 2.6683
26 C -3.6947 -1.1976 2.1066
27 C -2.1672 -1.2948 -1.6473
28 C -2.2153 -0.5046 -2.8026
29 C -2.2840 -1.0768 -4.0657
30 C -2.4068 -2.4628 -4.1650
31 C -2.5154 -3.2737 -3.0297
32 C -2.3065 -2.6726 -1.7695
33 P -0.3482 1.8777 0.3985
34 C -0.7269 3.3511 -0.6067
35 C -1.1065 4.5811 -0.1212
36 C -1.4338 5.6171 -1.0296
37 C -1.4464 5.3438 -2.4273
38 C -1.0653 4.0829 -2.8744
39 C -0.6821 3.0891 -1.9807
40 C -0.5238 2.3601 2.1202
41 C -1.4177 1.7299 2.9930
42 C -1.4140 1.9808 4.3528
43 C -0.5116 2.9215 4.8301
44 C 0.4787 3.3972 4.0447
45 C 0.5070 3.1716 2.6728
46 H -4.7405 4.0654 -4.2446
47 H -3.5474 4.1320 -2.9213
48 H -4.5196 5.5954 -3.2586
49 H -5.1685 3.0829 0.1228
50 H -3.9912 4.2891 -0.5916
51 H -2.8854 2.5031 -1.7961
52 H -4.3461 1.4330 -1.4745
53 H -3.7513 1.1511 0.7376
54 H -2.9010 2.7413 0.7558
55 H -4.7414 -0.8631 -1.1659
56 H -6.8712 -1.1808 -0.1016
57 H -6.9812 -1.4873 2.3553
58 H -5.1120 -1.4796 3.7562
59 H -2.7987 -1.2741 2.7035
60 H -2.1861 0.5510 -2.7900
61 H -2.1082 -0.4386 -4.9812
62 H -2.4119 -2.8618 -5.1770
63 H -2.5630 -4.3241 -3.1880
64 H -2.1862 -3.3049 -0.9434
65 H -1.1633 4.7170 0.9851
66 H -1.8042 6.5714 -0.6433
67 H -1.5927 6.2150 -3.0207
68 H -1.1285 3.8996 -3.8759
69 H -0.2663 2.0759 -2.4678
70 H -2.0717 1.0952 2.4775
71 H -2.0658 1.4660 4.9819
72 H -0.4583 3.2128 5.8715
73 H 1.2729 4.0380 4.4107
74 H 1.3670 3.5439 2.0748
75 C 5.4113 -3.0109 -1.7221
76 C 4.7834 -4.1190 -0.9473
77 C 4.2721 -5.2561 -1.8374
78 C 5.6941 -4.6953 0.1643
79 N 3.5389 -3.6538 -0.3682
80 N 3.5986 -2.5585 0.6821
81 H 4.8114 -2.8785 -2.6588
82 H 6.4723 -3.2633 -1.9588
83 H 5.3570 -1.9804 -1.3536
84 H 5.1025 -5.7475 -2.3401
85 H 3.5159 -4.8136 -2.4645
86 H 3.7634 -5.9598 -1.1548
87 H 6.4855 -5.4136 -0.2522
88 H 4.9995 -5.2835 0.8150
89 H 6.2451 -3.9991 0.8429
90 H 3.0971 -4.4644 0.0872
91 H 3.9648 -1.8403 0.0453
92 H 4.2771 -2.8829 1.3871
93 N 2.7836 1.0365 -4.8466
94 C 1.7998 0.1085 -4.4499
95 O 0.9036 -0.2548 -5.1594
96 C 1.8801 -0.4324 -3.0034
97 C 1.2534 -1.6577 -2.7182
98 C 1.1611 -2.0319 -1.4003
99 N 1.5170 -1.1993 -0.3982
100 C 2.1181 -0.0863 -0.6594
101 C 2.3252 0.3293 -1.9525
102 H 2.8376 1.1569 -5.8380
103 H 3.4791 1.2548 -4.2424
104 H 0.8666 -2.3066 -3.5015
105 H 0.7162 -3.0268 -1.1255
106 H 2.5235 0.5727 0.1823
107 H 2.9786 1.1996 -2.1009
108 Se 3.1267 -3.3906 3.6805
109 Sb 1.3452 -5.2001 2.8540
110 Se 0.0182 -3.3627 1.7972
111 Se 0.0509 -6.2616 4.7099
112 Se 2.5058 -6.5698 1.3111

Cartesian forces, eV/Å:
Fe 0.2 0.0 -1.2
O -0.2 -0.2 -1.0
N 0.2 -0.2 1.3
C 0.6 0.3 -1.3
C -2.1 -1.4 2.3
C 2.4 0.5 -2.0
C -0.9 -0.8 0.8
C -1.3 0.9 0.6
S 0.7 -0.2 -1.5
H -0.7 -1.0 -0.1
H 0.2 -0.2 -0.4
H -0.2 1.2 1.2
H 0.9 1.3 0.2
C 0.1 0.5 -0.2
S -0.6 -0.6 0.8
C -0.8 0.5 -0.3
C 0.5 0.1 -0.9
C 0.3 -0.5 2.3
N 1.2 0.2 0.6
P 0.5 -0.4 -0.6
C 0.7 0.7 1.0
C 0.3 -0.1 1.4
C -2.3 0.5 -0.8
C 1.5 -0.2 -2.5
C -1.0 -0.4 2.6
C 0.7 -0.2 -1.9
C -0.2 0.6 -0.1
C 0.0 -0.8 -0.2
C 0.5 0.0 -0.5
C -0.3 0.3 -0.4
C 1.0 1.8 -0.1
C -0.2 -0.1 -2.0
P -0.9 -1.4 -1.0
C 0.5 -0.9 -0.1
C -0.4 1.1 0.2
C -0.3 -1.1 -0.3
C 0.9 0.4 2.9
C 0.0 0.7 2.2
C 1.1 -1.1 -1.6
C 1.1 0.8 0.9
C 0.9 1.0 -0.5
C 0.8 0.9 -1.2
C -0.4 -0.8 1.5
C 1.3 1.5 -1.9
C -0.4 -0.8 -0.4
H 0.1 0.3 0.1
H -0.2 0.1 -0.3
H 0.2 -0.5 -0.3
H -0.1 0.7 -0.5
H 0.0 -0.1 0.5
H -1.1 -0.3 0.0
H 0.0 -0.3 -0.7
H -0.1 1.1 -0.3
H 0.0 -0.8 -0.3
H 0.3 -0.2 -0.4
H 0.9 -0.2 0.8
H -2.0 -0.1 0.9
H 0.8 0.3 -0.8
H 0.2 0.1 0.0
H 0.3 1.0 0.5
H -0.5 -0.8 1.1
H -0.1 -0.3 0.3
H -0.2 -0.7 0.3
H 0.0 -0.7 1.3
H 0.0 0.1 -1.0
H 0.4 -0.2 -0.2
H -0.5 0.1 -1.0
H 0.2 -0.6 -2.6
H -1.1 2.2 1.6
H -1.2 -1.1 0.0
H -1.1 -0.6 1.0
H -0.3 -0.3 0.2
H -0.2 -0.1 0.4
H -0.8 -0.3 0.3
C 0.3 0.6 -2.2
C 0.5 0.0 1.7
C 0.3 0.0 1.2
C 0.7 -1.3 0.3
N -2.0 0.9 1.3
N 1.3 -2.2 -2.1
H 0.7 -0.4 0.3
H -0.8 0.4 0.0
H 0.3 -0.4 0.8
H -0.2 0.0 -0.3
H -0.1 -0.1 -0.7
H 0.3 0.0 -0.5
H -1.1 1.0 0.5
H 0.8 0.2 -0.4
H -0.5 -0.1 -0.8
H -0.1 0.4 0.0
H -0.1 0.4 1.3
H 0.2 0.7 -0.5
N -4.0 -2.2 -1.2
C 1.6 0.4 1.2
O -0.3 -0.1 -0.8
C -0.9 0.1 -1.1
C 0.3 0.3 -0.4
C -0.7 -0.4 0.7
N -0.6 -2.1 0.9
C 1.2 2.0 1.0
C 1.5 0.9 -0.8
H 0.3 0.4 -0.1
H 2.6 0.7 1.7
H 0.1 0.3 0.1
H 0.5 1.2 -0.1
H -0.8 -1.2 -1.0
H -0.7 -0.1 0.0
Se -0.3 -0.8 0.5
Sb -0.5 -0.3 1.9
Se -0.4 0.3 -0.2
Se 0.7 0.7 -1.0
Se 0.1 -0.4 -0.3

Results
Molar mass, g mol⁻¹: 1303.448
HOMO (alpha / beta), eV: -4.8 / -4.8
LUMO level (alpha / beta), eV: 1.979 / 1.311
Gap between HOMO and LUMO (alpha / beta), Ha: 0.2508 / 0.2260
2S+1: 6
ΔE to the lowest compared entry with this formula, charge and spin, eV: 0.2236
E, a.u.: -14736.97689
Charge: -1
⟨S²⟩: 8.7713



Record 3
Molecular formula: C43H52Cl5F9MgN3O4P
Method: DFT, ωB97M-V with the def2-TZVPD basis set

Positions of all 118 atoms, in Å:
1 Mg -0.9953 -0.0848 -0.0340
2 Cl 3.3618 -2.2598 6.3617
3 C 2.6332 -1.2863 5.1243
4 C 1.5275 -1.7510 4.4040
5 Cl 0.8781 -3.3170 4.7622
6 C 0.9583 -0.9892 3.4071
7 Cl -0.3817 -1.5631 2.4931
8 C 1.4546 0.3050 3.0274
9 O 0.9247 0.9844 2.1202
10 C 2.5710 0.7447 3.8118
11 Cl 3.1817 2.3285 3.4665
12 C 3.1372 -0.0262 4.8129
13 Cl 4.4973 0.5826 5.7056
14 C -5.1084 1.3337 1.1035
15 C -4.4760 1.0092 2.4299
16 C -5.2686 0.5637 3.4789
17 C -4.7289 0.2939 4.7282
18 C -3.3836 0.5310 4.9418
19 C -2.5575 0.9923 3.9193
20 C -1.1411 1.3790 4.2461
21 C -3.0991 1.1615 2.6436
22 N -2.2612 1.5036 1.5445
23 C -2.1722 2.7210 1.2027
24 C -2.8518 3.8549 1.9319
25 C -1.3083 3.1093 0.0344
26 C -1.4255 4.5381 -0.4360
27 N -0.5111 2.2521 -0.4515
28 C 0.4286 2.7394 -1.4194
29 C 0.2081 2.5906 -2.7946
30 C -0.9991 1.8876 -3.3329
31 C 1.1108 3.1688 -3.6818
32 C 2.2096 3.8840 -3.2358
33 C 2.4219 4.0059 -1.8748
34 C 1.5471 3.4399 -0.9521
35 C 1.8036 3.6333 0.5165
36 H -6.1898 1.4173 1.2210
37 H -4.9009 0.5597 0.3659
38 H -4.7310 2.2642 0.6794
39 H -6.3303 0.4297 3.3032
40 H -5.3566 -0.0772 5.5293
41 H -2.9474 0.3690 5.9217
42 H -0.6182 0.5622 4.7456
43 H -1.1436 2.2324 4.9309
44 H -0.5691 1.6453 3.3602
45 H -3.3423 3.4962 2.8327
46 H -3.5976 4.3261 1.2909
47 H -2.1193 4.6149 2.2085
48 H -2.4768 4.8009 -0.5228
49 H -0.9595 4.6617 -1.4089
50 H -0.9420 5.2222 0.2660
51 H -1.8950 2.4858 -3.1635
52 H -1.1539 0.9313 -2.8385
53 H -0.8869 1.7171 -4.4046
54 H 0.9333 3.0500 -4.7452
55 H 2.9025 4.3245 -3.9431
56 H 3.2886 4.5419 -1.5021
57 H 2.8773 3.6781 0.7020
58 H 1.3983 2.8197 1.1166
59 H 1.3715 4.5783 0.8664
60 F -1.9108 -4.5652 -1.2055
61 C -2.4395 -4.2903 0.0001
62 F -1.5032 -4.5386 0.9141
63 F -3.4224 -5.1996 0.2087
64 C -2.9185 -2.7896 0.0679
65 O -1.8852 -1.9764 0.1539
66 C -3.7918 -2.5308 -1.2225
67 F -3.0288 -2.1525 -2.2411
68 F -4.4754 -3.6315 -1.6349
69 F -4.7234 -1.5820 -1.0240
70 C -3.8571 -2.6886 1.3171
71 F -5.0625 -3.2844 1.1505
72 F -4.0897 -1.4179 1.6334
73 F -3.2923 -3.2612 2.3935
74 O -3.6570 2.5303 -1.2001
75 C -3.5801 1.3115 -1.4442
76 O -2.7681 0.4670 -0.9915
77 H -4.3530 0.8883 -2.1270
78 C 3.4924 -3.8338 -1.1326
79 C 2.4988 -2.8506 -0.5047
80 C 1.2445 -3.6252 -0.0878
81 C 3.1123 -2.2956 0.7887
82 P 1.9214 -1.3459 -1.5341
83 N 0.6867 -0.6381 -0.9848
84 C 1.6366 -2.0065 -3.3209
85 C 0.8716 -0.9210 -4.0926
86 C 2.8469 -2.4447 -4.1501
87 C 0.6708 -3.1936 -3.1987
88 C 3.4518 -0.1893 -1.6224
89 C 3.4508 0.6620 -0.3421
90 C 4.8367 -0.8151 -1.8158
91 C 3.2223 0.7852 -2.7811
92 H 3.8126 -4.5412 -0.3574
93 H 4.3879 -3.3556 -1.5280
94 H 3.0360 -4.4200 -1.9307
95 H 1.4496 -4.1906 0.8273
96 H 0.9234 -4.3369 -0.8454
97 H 0.4156 -2.9476 0.1074
98 H 3.1548 -3.0946 1.5368
99 H 2.4991 -1.4915 1.1926
100 H 4.1262 -1.9213 0.6517
101 H 1.5314 -0.1961 -4.5682
102 H 0.2097 -0.3949 -3.4088
103 H 0.2650 -1.3861 -4.8778
104 H 3.5173 -1.6157 -4.3739
105 H 2.4889 -2.8372 -5.1110
106 H 3.4276 -3.2328 -3.6721
107 H -0.1623 -2.9503 -2.5369
108 H 1.1607 -4.0927 -2.8276
109 H 0.2657 -3.4279 -4.1899
110 H 3.9230 0.1577 0.5003
111 H 2.4307 0.9174 -0.0516
112 H 4.0086 1.5887 -0.5244
113 H 5.1467 -1.4255 -0.9693
114 H 5.5705 -0.0046 -1.9138
115 H 4.9021 -1.4244 -2.7181
116 H 2.2100 1.1830 -2.7598
117 H 3.4000 0.3266 -3.7539
118 H 3.9173 1.6260 -2.6841

Cartesian forces, eV/Å:
Mg -0.1 -0.2 -0.3
Cl 0.0 0.0 0.0
C 0.0 0.0 0.0
C 0.0 0.0 0.0
Cl 0.0 0.0 0.0
C 0.1 0.0 -0.1
Cl 0.0 0.0 0.1
C 0.1 -0.1 0.0
O 0.2 0.0 -0.2
C 0.0 0.0 0.0
Cl 0.0 0.0 0.0
C 0.0 0.0 0.0
Cl 0.0 0.0 0.0
C 0.0 0.0 0.2
C -0.2 0.1 0.0
C 0.0 0.1 0.1
C 0.0 0.0 -0.1
C 0.0 0.0 0.0
C 0.1 0.0 0.1
C -0.1 0.1 0.0
C -0.2 0.0 0.1
N 0.3 0.0 0.1
C -0.2 0.0 0.1
C 0.0 -0.1 0.0
C -0.1 0.2 0.0
C 0.0 -0.1 0.0
N 0.3 0.0 -0.2
C -0.1 0.0 0.0
C 0.0 0.1 0.0
C -0.1 0.0 0.1
C -0.1 0.1 0.0
C -0.1 0.1 0.0
C 0.0 0.0 0.0
C 0.0 0.0 0.0
C 0.0 0.0 0.0
H 0.0 0.0 0.0
H 0.0 0.0 0.1
H -0.1 -0.1 0.1
H 0.0 0.0 0.0
H 0.0 0.0 0.0
H 0.0 0.0 0.0
H 0.0 0.0 0.0
H 0.0 0.0 0.0
H -0.1 0.0 0.1
H 0.0 0.0 0.0
H 0.0 0.0 0.0
H 0.0 0.0 0.0
H 0.0 0.0 0.0
H 0.0 0.0 0.0
H 0.0 0.0 0.0
H -0.1 0.0 0.0
H -0.1 0.0 0.1
H 0.0 0.0 0.0
H 0.0 0.0 0.0
H 0.0 0.0 0.0
H 0.0 0.0 0.0
H 0.0 0.0 0.0
H 0.0 0.0 0.0
H 0.0 0.0 0.0
F 0.1 0.0 0.0
C 0.0 0.0 0.0
F 0.1 0.0 0.0
F 0.0 0.0 0.0
C 0.0 -0.1 -0.1
O 0.0 0.1 0.2
C 0.0 0.0 0.0
F 0.0 0.0 0.0
F 0.0 0.0 0.0
F 0.0 0.0 0.0
C 0.0 0.0 0.0
F 0.0 0.0 0.0
F 0.0 -0.2 -0.1
F 0.0 0.0 0.0
O 0.2 0.1 -0.3
C 0.0 0.0 0.0
O 0.2 0.1 -0.3
H 0.0 0.0 -0.1
C 0.0 0.0 0.0
C 0.0 0.0 0.0
C -0.1 0.0 0.0
C 0.0 0.0 0.1
P 0.1 0.0 -0.1
N -0.2 0.1 0.0
C 0.0 0.0 0.0
C 0.0 0.0 0.0
C 0.0 0.0 0.0
C 0.0 0.0 0.0
C 0.0 0.0 0.0
C 0.0 0.0 0.0
C 0.0 0.0 0.0
C 0.0 -0.1 0.0
H 0.0 0.0 0.0
H 0.0 0.0 0.0
H 0.0 0.0 0.0
H 0.0 0.0 0.0
H 0.0 0.0 0.0
H -0.1 0.0 0.0
H 0.0 0.0 0.0
H -0.1 0.0 0.0
H 0.0 0.0 0.0
H 0.0 0.0 0.0
H 0.0 -0.1 0.0
H 0.0 0.0 0.0
H 0.0 0.0 0.0
H 0.0 0.0 0.0
H 0.0 0.0 0.0
H 0.0 0.0 0.0
H 0.0 0.0 0.0
H 0.0 0.0 0.0
H 0.0 0.0 0.0
H 0.0 0.0 0.0
H 0.0 0.0 0.0
H 0.0 0.0 0.0
H 0.0 0.0 0.0
H 0.0 0.0 0.0
H 0.1 -0.1 0.0
H 0.0 0.0 0.0
H 0.0 0.0 0.0

Results
Molar mass, g mol⁻¹: 1078.432
HOMO, eV: -2.3
LUMO level, eV: 4.066
Gap between HOMO and LUMO, Ha: 0.2335
E, a.u.: -5876.48086
Charge: -2